Entry from OMol25: 2 unconnected molecules or ions with the total composition C5H10O (the ωB97M-V functional and the def2-TZVPD basis).

Properties
Kohn-Sham gap	8.85	eV
largest force on an atom	0.4	eV Å⁻¹
energy	-7389.8664	eV
energy above the lowest of the compared OMol25 structures with the same formula, charge and spin	472.7	kJ/mol

Geometry (Å):
C -0.735 0.699 -1.486
C 0.483 0.414 -0.512
C 1.124 1.707 -0.020
C -0.423 -0.352 0.325
C -0.769 -2.337 1.690
O -0.619 -1.796 2.767
H -1.030 -0.183 -2.052
H -0.381 1.476 -2.169
H -1.613 1.105 -0.968
H 1.187 -0.203 -1.081
H 1.533 2.292 -0.851
H 1.940 1.495 0.677
H 0.385 2.325 0.505
H -0.848 0.335 1.086
H -1.759 -2.470 1.218
H 0.063 -2.832 1.153



Entry from OMol25: 2 unconnected molecules or ions with the total composition C4H12 at a distorted geometry (the ωB97M-V functional and the def2-TZVPD basis).

Properties
Kohn-Sham gap (spin up / spin down)	12.35 / 3.15	eV
largest force on an atom	6.4	eV Å⁻¹
energy	-4329.6892	eV
charge	+1
energy above the lowest of the compared OMol25 structures with the same formula, charge and spin	148.9	kJ/mol
multiplicity	2
⟨S²⟩	0.7529

Geometry (Å):
C 1.244 -0.268 -2.627
C 1.112 0.297 -1.207
H 0.407 -1.035 -2.904
H 1.204 0.447 -3.410
H 2.273 -0.746 -2.765
H 2.136 0.385 -0.729
H 0.516 -0.338 -0.445
H 0.909 1.386 -1.166
C -0.636 -0.496 2.204
C -1.688 0.442 1.540
H -0.354 -1.443 1.903
H 0.256 0.070 2.263
H -1.109 -0.635 3.261
H -1.938 1.465 2.110
H -2.729 0.096 1.964
H -1.767 0.502 0.455



Entry from OMol25: 2 unconnected molecules or ions with the total composition C12H22F6INO5P4 at a distorted geometry (the ωB97M-V functional and the def2-TZVPD basis).

Properties
Kohn-Sham gap	5.94	eV
largest force on an atom	3.3	eV Å⁻¹
energy	-86091.8039	eV

Geometry (Å):
C -2.301 2.413 -0.308
C -0.947 1.816 -0.867
O -1.197 0.823 -1.884
P -0.596 -0.642 -1.436
O -1.074 -1.050 -0.071
C 1.266 -0.686 -1.520
C 1.929 -1.214 -0.212
N 2.123 -0.197 0.843
C 2.576 1.054 0.499
C 2.832 2.098 1.478
C 2.612 1.847 2.918
P 2.968 3.130 4.256
O 1.462 3.566 4.865
I 3.898 5.149 3.148
C 2.121 0.492 3.232
C 1.901 -0.485 2.172
P 1.321 -2.212 2.747
C 2.379 -2.706 4.221
O -0.233 -1.984 3.362
O -1.186 -1.678 -2.594
C -0.835 -3.039 -2.232
C -2.141 -3.677 -1.564
H -2.046 3.250 0.396
H -2.930 2.841 -1.121
H -2.839 1.605 0.244
H -0.441 2.680 -1.389
H -0.306 1.467 -0.016
H 1.530 -1.418 -2.336
H 1.615 0.308 -1.885
H 2.958 -1.584 -0.490
H 1.366 -2.116 0.114
H 2.808 1.337 -0.554
H 3.199 3.104 1.173
H 0.877 3.673 4.085
H 1.956 0.207 4.298
H 2.652 -3.791 4.163
H 3.349 -2.142 4.237
H 1.852 -2.539 5.199
H -0.729 -1.383 2.769
H -0.506 -3.606 -3.138
H -0.036 -3.104 -1.446
H -2.041 -3.528 -0.463
H -2.182 -4.751 -1.866
H -3.004 -3.075 -1.935
F -4.016 2.989 -4.575
P -3.712 1.396 -4.444
F -4.310 0.012 -3.821
F -5.062 1.442 -5.350
F -2.129 1.798 -4.445
F -3.080 0.472 -5.628
F -3.672 1.641 -2.829



Entry from OMol25: a molecular structure, C14H49F7IN3O24S2 at a distorted geometry (the ωB97M-V functional and the def2-TZVPD basis).

Properties
Kohn-Sham gap	7.52	eV
largest force on an atom	3.0	eV Å⁻¹
energy	-117716.1197	eV

Geometry (Å):
O 2.620 -2.131 2.865
S 1.682 -1.240 2.241
O 0.961 -0.467 3.211
C 0.520 -2.175 1.271
C -0.435 -1.634 0.440
C -0.581 -0.166 0.246
C -1.112 0.661 1.244
C -1.235 2.006 0.915
N -0.884 2.610 -0.214
C -0.386 1.812 -1.163
C -0.228 0.455 -0.952
C -1.394 -2.432 -0.259
C -1.434 -3.792 -0.145
I -2.904 -4.932 -1.102
C -0.454 -4.404 0.705
N -0.399 -5.704 0.950
S 0.839 -5.897 2.016
N 1.312 -4.368 2.174
C 0.527 -3.613 1.416
C 2.747 -0.055 1.266
F 3.679 0.350 2.128
F 2.051 1.042 0.919
C 3.397 -0.580 -0.042
F 2.473 -0.884 -0.956
F 4.102 0.469 -0.542
C 4.394 -1.759 0.084
F 5.050 -1.836 -1.086
F 3.754 -2.923 0.253
F 5.284 -1.581 1.037
H -1.411 0.265 2.197
H -1.669 2.644 1.675
H -0.094 2.237 -2.117
H 0.193 -0.151 -1.751
H -2.125 -1.940 -0.890
O 1.062 -3.156 -2.126
H 1.725 -3.652 -2.617
H 1.490 -2.955 -1.289
O 5.338 3.382 0.227
H 4.779 2.598 0.168
H 4.716 4.078 0.469
O -4.124 1.210 -0.861
H -3.198 1.261 -1.120
H -4.546 1.921 -1.361
O 5.307 5.485 -1.846
H 5.628 6.364 -1.609
H 5.538 4.923 -1.097
O -0.992 -8.621 0.504
H -0.642 -7.756 0.752
H -0.744 -9.199 1.234
O -6.807 2.026 -2.213
H -7.014 1.467 -1.456
H -7.646 2.116 -2.682
O -3.952 -6.111 2.205
H -3.216 -6.568 1.781
H -3.788 -6.214 3.148
O -0.159 5.433 -1.730
H 0.573 5.998 -1.465
H -0.380 4.935 -0.933
O 1.958 -8.971 2.098
H 2.634 -9.489 1.650
H 2.368 -8.740 2.938
O -8.278 4.160 -0.664
H -7.669 3.622 -1.185
H -7.776 4.346 0.136
O 6.350 8.518 -2.628
H 5.492 8.953 -2.667
H 6.644 8.492 -3.544
O -5.188 4.177 -0.695
H -4.780 4.914 -0.224
H -5.337 4.514 -1.587
O 6.987 1.295 -1.037
H 6.437 0.512 -1.134
H 6.371 1.990 -0.772
O 4.708 -4.376 2.717
H 3.854 -3.924 2.731
H 4.959 -4.388 1.790
O 2.217 -5.651 -1.140
H 2.961 -5.123 -0.829
H 1.925 -6.125 -0.354
O -10.628 4.010 -2.734
H -10.345 3.958 -1.812
H -11.087 4.852 -2.795
O -5.127 5.203 -3.516
H -5.380 4.290 -3.701
H -4.750 5.511 -4.346
O -3.027 1.654 3.088
H -3.238 1.079 3.834
H -3.862 1.729 2.606
O -4.310 3.787 5.159
H -3.626 3.331 4.654
H -3.885 4.007 5.993
O 6.831 2.327 -4.106
H 6.980 2.240 -3.155
H 6.292 3.120 -4.189
O 4.247 -7.797 1.202
H 3.407 -7.329 1.186
H 4.519 -7.840 0.279
O -2.671 5.128 0.776
H -2.645 4.742 1.657
H -2.319 4.436 0.200



Entry from OMol25: a molecular structure, H31O16 at a distorted geometry (the ωB97M-V functional and the def2-TZVPD basis).

Properties
Kohn-Sham gap	8.46	eV
largest force on an atom	6.6	eV Å⁻¹
energy	-33261.9947	eV
charge	-1
energy above the lowest of the compared OMol25 structures with the same formula, charge and spin	563.0	kJ/mol

Geometry (Å):
O 3.072 0.255 -1.267
H 3.049 4.195 2.275
H -2.698 -2.480 -1.437
O 2.981 2.176 -2.857
H 3.845 0.470 -1.772
H 2.475 -0.049 -1.850
O 0.291 -1.315 -4.245
H 2.162 1.777 -3.120
H -3.270 -1.945 0.082
O -2.927 -1.730 -1.018
H -2.667 1.811 -2.599
H 2.891 2.828 -2.196
O -3.524 1.424 -2.866
H 0.280 2.848 -3.777
H -3.926 -0.994 1.026
O -0.771 -3.187 2.801
H -1.227 -2.273 2.703
H 0.175 -3.193 2.890
O -2.126 1.694 1.390
H -2.038 0.719 1.450
H -1.823 2.123 2.172
O 3.069 3.876 -0.956
H 3.991 4.052 -0.833
H -0.458 -1.845 -4.255
O -3.164 -4.393 1.329
H -2.477 -3.800 1.468
O 1.025 2.592 -4.414
H -3.646 0.646 -2.302
H 0.309 2.028 -4.737
O 3.208 -3.332 1.873
H 0.257 -1.187 -3.149
H 2.912 -3.435 0.943
O -3.481 -1.720 1.346
H 1.939 -0.521 3.218
H -0.585 1.333 0.703
O 2.202 3.931 2.544
H 1.692 3.396 2.078
H -2.382 -1.471 4.007
O 0.408 1.121 0.772
H -2.650 -1.346 2.291
H 0.527 0.476 0.169
O -2.123 -0.990 3.238
H -3.860 -3.949 0.987
H 2.866 3.140 -0.307
O 2.029 -0.859 2.359
H 2.597 -2.626 2.116
H 1.570 -0.271 1.729



Entry from OMol25: a molecular structure, C36H26BrN5O5STa (the ωB97M-V functional and the def2-TZVPD basis).

Properties
Kohn-Sham gap	5.73	eV
largest force on an atom	0.5	eV Å⁻¹
energy	-137876.3755	eV
charge	-1
energy above the lowest of the compared OMol25 structures with the same formula, charge and spin	8.3	kJ/mol

Geometry (Å):
Ta -0.433 -0.462 0.251
N -4.405 -1.297 2.416
C -3.360 -0.979 1.594
S -1.845 -1.721 1.956
N -3.641 -0.188 0.602
N -2.585 0.086 -0.254
C -2.966 0.798 -1.263
C -2.133 1.384 -2.291
C -2.742 2.060 -3.355
C -1.986 2.671 -4.335
C -0.594 2.618 -4.260
C 0.033 1.961 -3.220
C -0.734 1.344 -2.235
O -0.142 0.711 -1.232
H -4.172 -1.611 3.341
H -5.220 -0.713 2.324
H -4.032 1.003 -1.317
H -3.824 2.097 -3.396
H -2.469 3.187 -5.153
H 0.006 3.090 -5.028
H 1.112 1.901 -3.149
C -0.689 6.247 -1.719
C 0.306 5.176 -1.374
C 1.510 5.032 -2.056
C 2.376 4.007 -1.721
C 1.984 3.149 -0.703
Br 3.105 1.686 -0.243
N 0.866 3.265 -0.029
C 0.051 4.266 -0.357
H -0.192 7.135 -2.111
H -1.267 6.539 -0.843
H -1.390 5.894 -2.479
H 1.772 5.724 -2.847
H 3.320 3.866 -2.228
H -0.856 4.346 0.234
O -0.937 5.489 4.361
C -0.113 4.574 4.549
O 0.841 4.477 5.335
C -0.291 3.359 3.592
C -1.370 3.311 2.719
C -1.497 2.251 1.845
N -0.608 1.254 1.811
C 0.421 1.279 2.670
C 0.618 2.307 3.569
C 1.386 0.134 2.524
O 2.352 -0.007 3.219
O 1.079 -0.688 1.511
H -2.079 4.128 2.745
H -2.319 2.185 1.143
H 1.464 2.314 4.241
C -0.234 -2.104 -0.802
C -0.310 -2.897 -1.786
C -0.408 -3.736 -2.823
C -0.248 -5.190 -2.613
C 0.573 -5.670 -1.588
C 0.695 -7.028 -1.351
C 0.004 -7.944 -2.133
C -0.819 -7.481 -3.151
C -0.946 -6.121 -3.387
C -0.685 -3.150 -4.155
C -1.374 -1.936 -4.255
C -1.594 -1.333 -5.481
C -1.135 -1.933 -6.648
C -0.450 -3.137 -6.565
C -0.225 -3.738 -5.335
H 1.114 -4.958 -0.976
H 1.338 -7.375 -0.551
H 0.102 -9.006 -1.949
H -1.374 -8.184 -3.760
H -1.608 -5.772 -4.169
H -1.737 -1.466 -3.348
H -2.126 -0.390 -5.523
H -1.307 -1.466 -7.609
H -0.076 -3.609 -7.466
H 0.332 -4.665 -5.286



Entry from OMol25: a molecular structure, C23H25BrF6N2O11PSW (the ωB97M-V functional and the def2-TZVPD basis).

Properties
Kohn-Sham gap (spin up / spin down)	6.65 / 5.19	eV
largest force on an atom	0.3	eV Å⁻¹
energy	-158047.6007	eV
charge	+2
energy above the lowest of the compared OMol25 structures with the same formula, charge and spin	46.2	kJ/mol
multiplicity	2
⟨S²⟩	0.7549

Geometry (Å):
W -1.222 -0.305 -0.384
O 1.501 -0.655 1.458
C 2.282 0.144 2.336
C 1.305 1.036 3.067
N 0.460 1.833 2.186
C 0.962 2.385 0.947
C 1.340 1.397 -0.187
O 2.433 1.337 -0.627
O 0.294 0.728 -0.734
C -0.835 2.228 2.679
C -1.976 1.455 1.975
O -2.981 1.161 2.524
O -1.712 1.253 0.677
H 2.080 -1.218 0.928
H 3.034 0.720 1.790
H 2.796 -0.456 3.090
H 1.844 1.746 3.712
H 0.634 0.448 3.694
H 1.894 2.910 1.177
H 0.227 3.085 0.547
H -0.998 3.288 2.460
H -0.904 2.042 3.746
C -6.106 -5.820 -4.821
C -5.533 -4.915 -3.773
C -6.192 -4.730 -2.554
C -5.683 -3.883 -1.591
C -4.493 -3.209 -1.857
C -3.811 -3.372 -3.058
C -4.340 -4.230 -4.004
S -3.932 -2.065 -0.687
O -4.703 -0.864 -0.616
O -2.489 -1.878 -1.052
N -3.972 -2.730 0.771
C -2.930 -3.616 1.299
C -2.316 -3.060 2.576
C -1.610 -1.732 2.488
O -1.094 -1.155 3.391
O -1.590 -1.165 1.233
H -6.714 -6.606 -4.378
H -5.321 -6.279 -5.420
H -6.744 -5.247 -5.496
H -7.111 -5.266 -2.358
H -6.199 -3.755 -0.647
H -2.877 -2.857 -3.242
H -3.811 -4.377 -4.937
H -4.599 -2.252 1.405
H -2.175 -3.748 0.525
H -3.354 -4.598 1.510
H -1.589 -3.769 2.979
H -3.070 -2.948 3.360
F -0.394 -1.103 -3.411
P 0.718 -2.241 -3.348
F 1.680 -1.137 -2.783
F 1.111 -2.356 -4.812
F -0.047 -1.695 -0.805
F 1.629 -3.310 -2.654
F -0.477 -3.261 -3.221
Br -1.733 4.820 -0.731
C -3.341 3.901 -1.106
C -4.533 4.507 -0.757
C -5.734 3.848 -0.987
C -5.751 2.576 -1.541
C -4.561 1.957 -1.872
C -3.353 2.622 -1.676
C -2.106 2.002 -2.110
O -1.141 2.346 -2.657
O -2.130 0.501 -1.702
H -4.523 5.491 -0.310
H -6.661 4.337 -0.721
H -6.688 2.066 -1.712
H -4.562 0.964 -2.298



Entry from OMol25: a molecular structure, C2H4FNO5Rb at a distorted geometry (the ωB97M-V functional and the def2-TZVPD basis).

Properties
Kohn-Sham gap (spin up / spin down)	5.00 / 4.97	eV
largest force on an atom	4.6	eV Å⁻¹
energy	-17232.5915	eV
charge	-2
multiplicity	2
⟨S²⟩	0.7621

Geometry (Å):
Rb 1.203 -0.694 -1.592
N 3.887 -2.857 -1.875
O 3.652 -1.767 -2.356
O 4.988 -3.131 -1.433
O 2.922 -3.635 -1.645
F 1.143 -2.023 0.985
O -3.196 0.562 2.130
C -2.717 1.767 1.559
C -1.705 1.774 0.335
O -0.782 0.787 0.094
H -2.177 2.275 2.358
H -3.632 2.351 1.464
H -1.134 2.698 0.426
H -2.452 1.893 -0.450



Entry from OMol25: a single C5H9ClFISi molecule at a distorted geometry (the ωB97M-V functional and the def2-TZVPD basis).

Properties
Kohn-Sham gap (spin up / spin down)	8.32 / 7.21	eV
largest force on an atom	5.4	eV Å⁻¹
energy	-36545.8708	eV
energy above the lowest of the compared OMol25 structures with the same formula, charge and spin	262.0	kJ/mol

Geometry (Å):
C -1.015 -0.388 2.260
C -0.062 1.692 0.172
C 0.826 2.342 1.108
C 0.766 -1.159 0.012
C -2.213 -0.618 -0.437
F -1.902 0.345 2.891
Si -0.722 -0.051 0.391
Cl 0.318 -0.779 3.307
I -1.584 3.104 -0.495
H 1.341 3.121 0.536
H 0.333 2.947 1.999
H 1.460 1.719 1.580
H 1.578 -0.827 0.708
H 0.561 -2.132 0.006
H 1.031 -0.930 -1.079
H -2.341 0.169 -1.085
H -2.127 -1.532 -0.928
H -3.183 -0.705 0.176



Entry from OMol25: a molecular structure, C11H18ClIN2O2PZr at a distorted geometry (the ωB97M-V functional and the def2-TZVPD basis).

Properties
Kohn-Sham gap (spin up / spin down)	2.79 / 2.82	eV
largest force on an atom	5.5	eV Å⁻¹
energy	-49934.1977	eV
charge	+3

Geometry (Å):
C 1.001 -0.911 -1.434
I 1.676 2.281 -1.242
H 0.386 -1.590 -2.089
H 1.385 -1.676 -0.762
H 1.798 -0.665 -2.152
Zr -0.934 0.252 -0.580
P -0.623 0.501 -3.218
C 0.952 0.681 -4.145
C -1.152 -0.970 -4.183
H -2.648 1.741 -3.425
H -1.722 1.648 -4.950
H -1.201 2.773 -3.648
C -1.654 1.806 -3.873
H -2.101 -1.379 -3.830
H -1.250 -0.629 -5.218
H 0.735 0.573 -5.214
H 1.650 -0.122 -3.905
H -0.377 -1.744 -4.146
H 1.445 1.641 -3.956
C 2.142 0.235 -0.007
O 3.139 -0.262 0.367
Cl -2.946 -0.924 -0.838
N 0.796 0.308 6.572
C 0.100 -0.665 5.868
O -0.324 -1.674 6.425
C -0.020 -0.444 4.376
C 0.773 0.477 3.675
C 0.536 0.640 2.326
N -0.438 -0.033 1.658
C -1.152 -0.980 2.328
C -0.948 -1.220 3.676
H 0.766 0.216 7.593
H 0.903 1.265 6.219
H 1.584 1.055 4.141
H 1.124 1.318 1.715
H -1.872 -1.510 1.717
H -1.528 -2.013 4.160



Entry from OMol25: a single C7H8 molecule at a distorted geometry (the ωB97M-V functional and the def2-TZVPD basis).

Properties
Kohn-Sham gap	10.13	eV
largest force on an atom	1.2	eV Å⁻¹
energy	-7388.6979	eV
energy above the lowest of the compared OMol25 structures with the same formula, charge and spin	4.7	kJ/mol
SMILES string	Cc1ccccc1

Geometry (Å):
C 1.696 0.300 -1.395
C 0.568 0.083 -0.405
C -0.383 -0.905 -0.691
C -1.435 -1.141 0.173
C -1.578 -0.302 1.275
C -0.700 0.724 1.511
C 0.409 0.896 0.693
H 1.450 1.241 -1.901
H 1.768 -0.523 -2.100
H 2.630 0.481 -0.862
H -0.182 -1.550 -1.531
H -2.081 -1.998 0.063
H -2.383 -0.463 1.960
H -0.850 1.426 2.320
H 1.070 1.733 0.889